C3H6N2OS2 | ωB97M-V with the def2-TZVPD basis set

Computed properties:
LUMO energy = 0.212 eV
calculated total energy = -1098.9314 Ha
HOMO-LUMO gap = 8.68 eV
SMILES string = N/C=N\SCC(O)=S
molar mass = 150.23 Da
total charge = 0
E_HOMO = -8.47 eV
energy above the lowest of the compared OMol25 structures with the same formula, charge and spin = 3.8771 eV

The geometry in XYZ format:
```
14
C3H6N2OS2 (ωB97M-V with the def2-TZVPD basis set)
N -2.713 -0.301 -0.175
C -1.944 0.858 -0.215
N -0.618 0.762 -0.192
S -0.141 -0.798 -0.629
C 1.497 -0.909 0.294
C 2.624 0.056 -0.194
O 1.906 1.264 -0.280
S 4.164 -0.087 -0.306
H -3.787 -0.564 0.139
H -2.169 -1.199 0.068
H -2.368 1.800 -0.124
H 1.715 -1.910 0.507
H 0.864 -0.340 1.151
H 0.970 1.367 -0.045
```